Formula: C35H24BrN8O11SV
Source: the OMol25 dataset
Level of theory: ωB97M-V with the def2-TZVPD basis set

XYZ file:
```
81
Properties=species:S:1:pos:R:3:forces:R:3
V -0.5762 0.8153 -0.6075 0.1518 -0.8085 0.7980
C 6.2844 -1.6640 0.8398 0.0824 -0.0371 0.0484
C 5.1956 -1.1339 -0.0439 -0.0532 0.0258 -0.0710
C 5.0832 -1.5512 -1.3673 -0.0065 -0.0092 -0.0023
C 4.0536 -1.1012 -2.1735 -0.0271 -0.0126 0.0061
C 3.1171 -0.2149 -1.6590 0.0242 -0.0490 -0.0465
C 3.2223 0.2267 -0.3519 -0.0568 0.0678 0.0534
C 4.2571 -0.2365 0.4469 -0.0552 0.0307 -0.0164
S 1.7874 0.2955 -2.7186 0.0962 0.1752 -0.1258
O 2.3803 0.9527 -3.8590 0.0352 -0.0806 0.0899
O 0.9594 -0.8502 -2.9607 -0.0458 -0.0191 -0.0110
N 0.9353 1.3390 -1.8325 -0.2612 0.3707 -0.0513
C 1.2527 2.6971 -1.7402 -0.0994 -0.1577 -0.1150
C 2.4436 3.2913 -2.0791 0.0713 0.1655 0.0559
C 2.6305 4.6785 -1.9026 -0.0755 0.0184 0.0361
C 1.6462 5.4834 -1.4043 -0.0614 -0.1311 -0.0145
C 0.3981 4.9101 -1.0551 0.0828 0.2035 -0.0106
C -0.6826 5.6597 -0.5377 -0.0065 -0.0565 0.0013
C -1.8588 5.0422 -0.2237 0.0899 -0.1320 -0.0652
C -1.9543 3.6498 -0.4044 -0.0628 0.0212 0.0379
N -0.9695 2.9305 -0.8809 0.1958 -0.2156 0.0208
C 0.2058 3.5296 -1.2191 0.1467 -0.0335 -0.1087
H 7.1182 -2.0467 0.2528 0.0308 -0.0133 -0.0153
H 5.9124 -2.4797 1.4606 -0.0275 -0.0454 0.0318
H 6.6617 -0.8920 1.5084 0.0182 0.0402 0.0370
H 5.8094 -2.2471 -1.7684 0.0271 -0.0306 -0.0183
H 3.9689 -1.4446 -3.1948 -0.0197 0.0053 -0.0692
H 2.4957 0.9240 0.0454 0.0105 -0.0237 -0.0077
H 4.3205 0.1004 1.4736 0.0181 0.0228 0.0651
H 3.2450 2.7009 -2.4949 -0.0017 -0.0300 0.0040
H 3.5885 5.1045 -2.1706 0.0212 0.0162 -0.0099
H 1.7996 6.5444 -1.2660 0.0097 0.0582 0.0039
H -0.5590 6.7247 -0.3869 0.0136 0.0313 -0.0036
H -2.6996 5.5854 0.1811 -0.0140 0.0238 0.0107
H -2.8547 3.1124 -0.1246 0.0564 0.0205 0.0015
O 2.2473 -2.2683 5.5718 -0.0514 0.1467 0.0884
N 2.0134 -1.0736 5.6355 0.0435 0.0898 -0.2306
O 2.2003 -0.3909 6.6294 -0.0410 -0.1149 -0.0124
C 1.4961 -0.4098 4.4302 0.0366 0.0775 0.2835
C 1.3254 -1.1704 3.2747 -0.1225 0.2576 -0.0541
C 0.8501 -0.5499 2.1215 0.0527 0.0274 0.2207
C 0.6027 0.8713 2.0972 0.1146 -0.0947 -0.0700
O 0.2891 1.4932 1.0210 -0.2953 0.1181 -0.2594
C 0.7663 1.5526 3.3244 0.2400 0.1928 0.3194
C 1.2065 0.9363 4.4979 0.0039 -0.4107 -0.3580
N 0.4707 2.9859 3.4446 -0.6935 -0.2643 -0.3420
O 0.1590 3.3874 4.5583 0.2451 0.0925 0.0323
O 0.4642 3.6894 2.4507 0.2709 -0.0638 0.1910
N 0.6875 -1.3543 0.9995 -0.1750 0.2500 -0.0589
O 1.0083 -2.5523 1.0438 0.1348 -0.4834 0.0764
O 0.1866 -0.9154 -0.1487 0.1454 0.6361 -0.2126
H 1.5454 -2.2247 3.2488 0.0112 0.0292 0.0368
H 1.3257 1.5026 5.4060 -0.0019 -0.0261 0.0055
Br -7.8878 0.2783 1.1893 -0.0135 0.0032 0.0097
C -6.6221 0.1290 -0.2090 0.1399 -0.0012 -0.0432
C -7.0550 -0.1299 -1.5022 -0.1725 0.0057 0.1455
N -6.2266 -0.2618 -2.5287 -0.0567 -0.0230 -0.0918
C -4.9267 -0.1279 -2.2955 0.1871 0.0125 0.0866
C -4.4049 0.1454 -1.0359 -0.1527 -0.0188 0.0851
C -5.2709 0.2747 0.0433 -0.0356 -0.0563 -0.1898
C -2.9410 0.3200 -0.8398 0.0183 -0.2636 0.1013
O -2.1699 0.2993 -1.8372 -0.0013 0.1953 -0.1083
O -2.4810 0.5298 0.3166 0.0335 0.5106 -0.1533
H -8.1142 -0.2329 -1.7076 -0.0139 -0.0132 0.0028
H -4.2539 -0.2439 -3.1351 0.0260 0.0167 -0.0103
H -4.8812 0.4776 1.0314 0.0157 0.0215 0.0072
N -3.5438 -4.1515 0.4141 0.0263 -0.0200 -0.0162
C -3.3205 -2.8145 0.5940 -0.0024 0.1256 0.1121
N -2.3201 -2.3464 -0.0836 -0.2552 -0.3170 -0.0653
C -1.8235 -3.4477 -0.7747 0.0451 0.0110 -0.0490
C -0.7450 -3.5320 -1.6565 -0.2140 -0.0793 0.0959
C -0.4729 -4.7661 -2.2047 0.0193 -0.0682 -0.0361
C -1.2410 -5.8997 -1.8937 0.0533 -0.0313 -0.0556
C -2.3086 -5.8344 -1.0232 -0.0057 0.0043 0.0046
C -2.5795 -4.5864 -0.4730 0.0120 -0.0706 -0.0165
H -4.2481 -4.7035 0.8661 0.0000 -0.0054 0.0026
H -3.9413 -2.2339 1.2569 -0.0534 0.0733 0.0578
H -0.1569 -2.6619 -1.8805 0.1684 0.2061 -0.0431
H 0.3602 -4.8670 -2.8870 0.0205 -0.0099 -0.0278
H -0.9878 -6.8488 -2.3473 0.0143 -0.0379 -0.0160
H -2.8980 -6.7090 -0.7840 -0.0286 -0.0414 0.0157
```
Positions in Å, forces in eV/Å.

relative energy (zero: lowest compared OMol25 entry of this formula, charge and spin) = 1.226 eV
total energy = -6530.07331 a.u.
net charge = -1
multiplicity = 4
highest occupied orbital energy (alpha / beta) = -3.9 / -6.0 eV
E_LUMO (alpha / beta) = 1.97 / 1.89 eV

Löwdin atomic charge list, values in e, 8 entries:
1 V 1.073
2 C -0.054
3 C -0.273
4 C -0.039
5 C -0.047
6 C -0.258
7 C -0.045
8 C -0.023